(1)
The following is a DFT calculation (ωB97M-V/def2-TZVPD) of a 2-piece molecular cluster, C3H5NO overall.

Each line ends with the Löwdin charge.
Geometry (Å):
O (1.489, -0.201, 1.250)  -0.026
C (2.323, -0.195, 0.323)  -0.385
C (1.757, 0.635, -0.633)  0.225
C (-2.353, 0.110, -0.134)  -0.121
N (-1.114, -0.105, -0.278)  0.023
H (3.332, -0.632, 0.384)  0.118
H (0.950, 0.234, -1.257)  0.016
H (-2.964, 0.317, -1.016)  0.057
H (-2.879, 0.107, 0.829)  0.066
H (-0.645, -0.263, 0.618)  0.026

Its charge is 0. As for the HOMO energy: -9.410 eV. The LUMO energy is -0.76 eV. The energy above the lowest of the compared OMol25 structures with the same formula, charge and spin is 5.299 eV.

(2)
The following is a DFT calculation (ωB97M-V/def2-TZVPD) of CHBr2IO2S as an isolated structure.

Each line ends with the Löwdin charge.
Geometry (Å):
C (0.199, 1.457, -1.285)  -0.835
O (-1.828, 0.043, -0.627)  -0.445
O (-2.242, 2.120, -2.027)  -0.367
S (-1.560, 1.415, -0.955)  0.145
Br (0.868, -0.098, -1.366)  0.874
Br (2.150, -0.098, 1.186)  -0.055
I (-1.632, 2.683, 1.117)  0.634
H (0.861, 2.307, -1.095)  0.049

Its charge is 0. As for the HOMO energy (spin up / spin down): -10.442 / -9.637 eV. The LUMO energy (spin up / spin down) is -2.30 / -3.02 eV. The energy above the lowest of the compared OMol25 structures with the same formula, charge and spin is 2.552 eV.